a:
{
  "formula": "C58H58BrIKN10O3PS2",
  "method": "ωB97M-V/def2-TZVPD",
  "charge": -2,
  "homo_ev": -1.0,
  "gap_ev": 4.3,
  "species": ["K", "N", "C", "S", "N", "N", "C", "C", "C", "C", "C", "C", "N", "H", "H", "H", "H", "H", "H", "H", "O", "S", "O", "O", "C", "C", "C", "C", "C", "C", "P", "C", "C", "C", "C", "C", "C", "C", "C", "C", "C", "C", "C", "H", "H", "H", "H", "H", "H", "H", "H", "H", "H", "H", "H", "H", "H", "C", "C", "C", "C", "C", "Br", "N", "C", "H", "H", "H", "H", "H", "H", "I", "C", "C", "N", "N", "C", "H", "H", "H", "N", "C", "C", "C", "C", "N", "C", "C", "H", "H", "H", "H", "C", "C", "C", "C", "C", "C", "C", "C", "N", "C", "C", "C", "C", "C", "C", "C", "C", "C", "C", "H", "H", "H", "H", "H", "H", "H", "H", "H", "H", "H", "H", "H", "H", "H", "H", "H", "H", "H", "H", "H", "H", "H", "H"],
  "coordinates": [[-1.43, -0.12, -0.39], [-0.44, -4.27, -4.43], [-0.97, -3.05, -4.04], [-0.45, -1.67, -4.90], [-1.84, -3.19, -3.05], [-2.37, -2.02, -2.64], [-3.31, -2.18, -1.78], [-4.12, -1.09, -1.23], [-5.19, -1.42, -0.39], [-5.99, -0.41, 0.11], [-5.72, 0.90, -0.25], [-4.64, 1.13, -1.08], [-3.85, 0.18, -1.56], [0.44, -4.18, -4.92], [-0.49, -4.98, -3.72], [-3.58, -3.20, -1.48], [-5.36, -2.45, -0.12], [-6.80, -0.64, 0.79], [-6.31, 1.73, 0.14], [-4.37, 2.14, -1.38], [-3.86, -0.68, 2.50], [-3.02, 0.50, 2.70], [-2.41, 0.57, 4.02], [-2.08, 0.73, 1.60], [-4.16, 1.89, 2.63], [-5.31, 1.71, 3.40], [-6.27, 2.70, 3.48], [-6.07, 3.90, 2.81], [-4.93, 4.07, 2.05], [-3.96, 3.07, 1.91], [-2.42, 3.39, 0.91], [-1.50, 4.19, 2.29], [-1.68, 5.51, 2.71], [-1.00, 6.00, 3.80], [-0.13, 5.18, 4.51], [0.05, 3.86, 4.11], [-0.63, 3.37, 3.00], [-2.86, 4.83, -0.14], [-4.06, 4.93, -0.85], [-4.22, 5.86, -1.87], [-3.18, 6.72, -2.20], [-1.98, 6.63, -1.51], [-1.82, 5.70, -0.50], [-5.43, 0.77, 3.92], [-7.16, 2.54, 4.08], [-6.80, 4.70, 2.87], [-4.78, 5.03, 1.55], [-2.36, 6.15, 2.17], [-1.14, 7.03, 4.11], [0.41, 5.56, 5.37], [0.72, 3.21, 4.65], [-0.49, 2.34, 2.69], [-4.88, 4.25, -0.63], [-5.15, 5.90, -2.41], [-3.29, 7.43, -3.01], [-1.15, 7.27, -1.78], [-0.86, 5.62, 0.00], [1.93, -2.02, 4.83], [2.09, -0.89, 3.86], [3.34, -0.34, 3.55], [3.43, 0.72, 2.66], [2.25, 1.17, 2.09], [2.31, 2.69, 0.96], [1.07, 0.63, 2.30], [0.99, -0.36, 3.19], [2.77, -2.06, 5.52], [1.88, -2.98, 4.31], [1.01, -1.92, 5.40], [4.23, -0.73, 4.02], [4.38, 1.17, 2.40], [-0.01, -0.73, 3.38], [-1.38, 4.91, -5.67], [-1.28, 3.20, -4.53], [-0.85, 1.95, -4.94], [-0.94, 1.16, -3.86], [-1.42, 1.80, -2.78], [-1.63, 3.05, -3.18], [-0.50, 1.58, -5.88], [-0.81, 0.14, -3.86], [-2.01, 3.79, -2.49], [-0.70, -7.15, 3.85], [-0.75, -6.15, 3.29], [-0.80, -4.88, 2.59], [-2.03, -4.32, 2.26], [-2.02, -3.10, 1.60], [-0.90, -2.46, 1.27], [0.27, -3.01, 1.59], [0.37, -4.23, 2.24], [-2.95, -4.81, 2.52], [-2.95, -2.60, 1.36], [1.15, -2.46, 1.27], [1.34, -4.65, 2.47], [6.66, 1.12, -1.46], [5.16, 0.97, -1.59], [4.39, 2.05, -2.01], [3.01, 1.88, -2.13], [2.15, 3.05, -2.54], [2.43, 0.66, -1.86], [3.17, -0.51, -1.46], [4.58, -0.26, -1.32], [2.48, -1.64, -1.28], [3.14, -2.93, -1.27], [4.14, -3.13, -2.44], [4.70, -4.55, -2.47], [5.40, -4.87, -1.14], [4.39, -4.75, 0.01], [3.24, -5.74, -0.23], [2.55, -5.41, -1.55], [3.56, -5.55, -2.69], [2.03, -3.98, -1.51], [3.83, -3.33, 0.06], [6.94, 2.17, -1.36], [7.17, 0.72, -2.34], [7.03, 0.58, -0.59], [4.85, 3.01, -2.22], [2.49, 3.49, -3.48], [2.17, 3.84, -1.78], [1.11, 2.75, -2.67], [1.35, 0.56, -1.95], [5.24, -1.04, -0.98], [4.97, -2.42, -2.36], [3.61, -2.90, -3.36], [5.43, -4.64, -3.29], [6.22, -4.16, -0.98], [5.83, -5.87, -1.16], [4.88, -4.99, 0.96], [2.52, -5.68, 0.60], [3.63, -6.77, -0.25], [1.72, -6.11, -1.71], [3.07, -5.34, -3.65], [3.95, -6.58, -2.73], [1.28, -3.87, -0.73], [1.54, -3.71, -2.45], [4.63, -2.63, 0.30], [3.09, -3.23, 0.87]]
}

=====

b:
{
  "formula": "C58H58BrIKN10O3PS2",
  "method": "ωB97M-V/def2-TZVPD",
  "charge": -2,
  "homo_ev": -0.9,
  "gap_ev": 4.2,
  "species": ["K", "N", "C", "S", "N", "N", "C", "C", "C", "C", "C", "C", "N", "H", "H", "H", "H", "H", "H", "H", "O", "S", "O", "O", "C", "C", "C", "C", "C", "C", "P", "C", "C", "C", "C", "C", "C", "C", "C", "C", "C", "C", "C", "H", "H", "H", "H", "H", "H", "H", "H", "H", "H", "H", "H", "H", "H", "C", "C", "C", "C", "C", "Br", "N", "C", "H", "H", "H", "H", "H", "H", "I", "C", "C", "N", "N", "C", "H", "H", "H", "N", "C", "C", "C", "C", "N", "C", "C", "H", "H", "H", "H", "C", "C", "C", "C", "C", "C", "C", "C", "N", "C", "C", "C", "C", "C", "C", "C", "C", "C", "C", "H", "H", "H", "H", "H", "H", "H", "H", "H", "H", "H", "H", "H", "H", "H", "H", "H", "H", "H", "H", "H", "H", "H", "H"],
  "coordinates": [[-0.58, 0.46, 0.21], [1.47, 2.74, -4.92], [1.27, 2.76, -3.55], [2.67, 2.94, -2.60], [-0.02, 2.66, -3.25], [-0.35, 2.69, -1.94], [-1.62, 2.61, -1.76], [-2.28, 2.77, -0.45], [-3.67, 2.81, -0.41], [-4.31, 3.03, 0.79], [-3.55, 3.22, 1.93], [-2.17, 3.15, 1.80], [-1.54, 2.93, 0.65], [2.40, 2.46, -5.20], [0.70, 2.32, -5.43], [-2.27, 2.52, -2.64], [-4.24, 2.65, -1.32], [-5.39, 3.04, 0.84], [-4.00, 3.38, 2.90], [-1.52, 3.29, 2.66], [-4.24, -0.09, 0.70], [-3.45, -0.74, 1.74], [-3.82, -2.12, 1.98], [-2.02, -0.52, 1.58], [-3.86, 0.14, 3.25], [-5.22, 0.30, 3.48], [-5.69, 0.93, 4.61], [-4.78, 1.38, 5.56], [-3.42, 1.21, 5.34], [-2.92, 0.62, 4.18], [-1.09, 0.37, 3.97], [-1.08, -1.23, 4.88], [-1.03, -1.33, 6.27], [-1.08, -2.57, 6.89], [-1.20, -3.73, 6.12], [-1.26, -3.63, 4.74], [-1.19, -2.39, 4.12], [-0.30, 1.49, 5.19], [-0.68, 2.82, 5.39], [0.13, 3.70, 6.09], [1.34, 3.26, 6.61], [1.74, 1.95, 6.40], [0.93, 1.08, 5.70], [-5.90, -0.08, 2.73], [-6.75, 1.05, 4.77], [-5.12, 1.86, 6.47], [-2.73, 1.54, 6.11], [-0.95, -0.44, 6.88], [-1.04, -2.64, 7.97], [-1.23, -4.70, 6.61], [-1.35, -4.52, 4.13], [-1.24, -2.32, 3.04], [-1.60, 3.19, 4.97], [-0.17, 4.73, 6.22], [1.99, 3.95, 7.14], [2.70, 1.61, 6.77], [1.27, 0.07, 5.51], [-1.97, -5.87, -0.78], [-0.92, -5.12, 0.00], [0.33, -5.66, 0.28], [1.25, -4.94, 1.01], [0.87, -3.66, 1.41], [2.05, -2.67, 2.51], [-0.27, -3.10, 1.10], [-1.16, -3.83, 0.44], [-1.80, -6.94, -0.73], [-1.96, -5.58, -1.83], [-2.96, -5.66, -0.39], [0.58, -6.66, -0.06], [2.23, -5.32, 1.25], [-2.11, -3.34, 0.25], [4.25, 4.67, 3.92], [3.15, 3.66, 2.50], [3.44, 3.52, 1.16], [2.46, 2.78, 0.65], [1.54, 2.43, 1.55], [1.94, 2.97, 2.69], [4.25, 3.90, 0.56], [2.31, 2.58, -0.35], [1.37, 2.84, 3.59], [-4.66, -3.49, -5.81], [-4.06, -3.01, -4.95], [-3.31, -2.42, -3.87], [-3.79, -1.29, -3.22], [-3.04, -0.77, -2.18], [-1.89, -1.30, -1.78], [-1.43, -2.38, -2.41], [-2.10, -2.98, -3.46], [-4.73, -0.83, -3.51], [-3.40, 0.08, -1.61], [-0.48, -2.76, -2.07], [-1.69, -3.85, -3.96], [6.57, -3.96, -0.23], [5.50, -2.90, -0.12], [5.51, -2.01, 0.93], [4.50, -1.03, 0.99], [4.45, -0.08, 2.17], [3.55, -0.96, 0.01], [3.50, -1.83, -1.13], [4.53, -2.83, -1.12], [2.53, -1.62, -2.01], [2.59, -2.15, -3.36], [3.94, -1.92, -4.07], [3.89, -2.36, -5.54], [3.52, -3.85, -5.60], [2.15, -4.07, -4.96], [1.10, -3.24, -5.71], [1.47, -1.76, -5.63], [2.83, -1.55, -6.29], [1.55, -1.34, -4.16], [2.19, -3.63, -3.49], [7.04, -4.13, 0.74], [7.36, -3.65, -0.93], [6.16, -4.90, -0.59], [6.27, -2.07, 1.71], [5.40, 0.43, 2.31], [4.24, -0.63, 3.09], [3.67, 0.66, 2.04], [2.77, -0.21, 0.08], [4.57, -3.58, -1.90], [4.74, -2.45, -3.57], [4.17, -0.85, -4.00], [4.87, -2.21, -6.00], [4.28, -4.44, -5.07], [3.51, -4.19, -6.64], [1.88, -5.14, -5.02], [0.11, -3.41, -5.27], [1.05, -3.56, -6.76], [0.71, -1.16, -6.14], [3.10, -0.49, -6.25], [2.80, -1.85, -7.34], [0.58, -1.45, -3.68], [1.82, -0.28, -4.07], [2.89, -4.27, -2.94], [1.21, -3.76, -3.03]]
}

=====

If you had to bet on the most stable structure above, which would it be? Bet on a.